This record from the OMol25 dataset describes a cluster of 4 separate species, C32H63F3N4O7PS2 in total in a non-equilibrium geometry. The level of theory is ωB97M-V with the def2-TZVPD basis set.

```
! RIJCOSX wB97M-V def2-TZVPD def2/J DEFGRID3
* xyz 0 4
C 6.477 -3.931 3.195
C 6.405 -4.515 1.792
C 5.038 -4.869 1.295
O 4.720 -4.820 0.146
O 4.178 -5.322 2.277
C 2.832 -4.973 2.119
S 1.969 -5.974 0.868
P 2.001 -5.396 3.771
N 0.442 -5.410 3.799
S 2.581 -3.182 1.865
O 1.507 -2.757 2.708
O 3.801 -2.474 2.083
C 1.939 -2.802 0.145
F 2.660 -3.351 -0.823
F 0.659 -3.164 0.069
F 2.025 -1.468 0.073
H 7.456 -4.077 3.625
H 6.333 -2.862 3.141
H 5.733 -4.331 3.863
H 6.870 -3.889 1.050
H 6.956 -5.452 1.791
H 1.206 -6.709 1.696
H 2.535 -4.479 4.696
H 2.553 -6.655 4.077
H 0.057 -5.130 2.907
C -4.037 0.592 6.495
C -2.505 0.511 6.751
C -1.723 1.371 5.746
C -1.469 0.737 4.377
C -0.943 -0.688 4.528
C -1.858 -1.548 5.393
N -2.068 -0.917 6.731
O -1.012 -1.069 7.454
C -3.188 -1.759 4.647
C -1.266 -2.940 5.553
C -2.291 1.123 8.130
H -4.469 -0.362 6.206
H -4.570 0.876 7.402
H -4.287 1.319 5.722
H -0.750 1.619 6.181
H -2.244 2.321 5.617
H -2.381 0.752 3.773
H -0.739 1.339 3.833
H -0.831 -1.152 3.546
H 0.058 -0.658 4.967
H -3.880 -2.353 5.245
H -2.998 -2.302 3.720
H -3.688 -0.835 4.365
H -0.258 -2.920 5.963
H -1.206 -3.426 4.583
H -1.885 -3.562 6.202
H -2.749 0.513 8.909
H -2.752 2.110 8.153
H -1.236 1.245 8.370
C -0.576 -0.129 -1.717
C -1.945 -0.188 -0.981
C -2.551 -1.600 -1.034
C -3.295 -1.959 -2.321
C -4.259 -0.845 -2.721
C -3.559 0.507 -2.826
N -2.864 0.841 -1.549
O -3.732 1.200 -0.666
C -2.583 0.469 -4.015
C -4.569 1.593 -3.169
C -1.632 0.107 0.483
H -0.582 0.526 -2.584
H 0.198 0.281 -1.069
H -0.243 -1.114 -2.047
H -3.254 -1.709 -0.203
H -1.759 -2.328 -0.854
H -2.588 -2.167 -3.128
H -3.853 -2.884 -2.166
H -4.732 -1.083 -3.675
H -5.065 -0.786 -1.984
H -2.044 1.413 -4.106
H -3.135 0.314 -4.942
H -1.852 -0.335 -3.960
H -5.386 1.639 -2.453
H -5.000 1.394 -4.149
H -4.089 2.573 -3.205
H -1.275 1.130 0.612
H -0.849 -0.574 0.820
H -2.496 -0.037 1.129
C 0.776 2.837 -4.271
C 2.101 3.631 -4.442
C 1.920 5.111 -4.069
C 1.313 6.004 -5.153
C 2.002 5.773 -6.495
C 1.992 4.302 -6.899
N 2.612 3.460 -5.834
O 3.892 3.603 -5.860
C 0.541 3.878 -7.192
C 2.739 4.111 -8.211
C 3.069 3.028 -3.431
H 0.395 2.437 -5.207
H 0.921 1.962 -3.638
H -0.013 3.443 -3.822
H 2.897 5.528 -3.806
H 1.315 5.174 -3.164
H 0.237 5.831 -5.235
H 1.428 7.050 -4.861
H 1.516 6.365 -7.272
H 3.034 6.131 -6.435
H 0.492 2.822 -7.460
H 0.159 4.454 -8.035
H -0.144 4.052 -6.365
H 3.759 4.488 -8.165
H 2.224 4.649 -9.006
H 2.776 3.056 -8.488
H 3.312 1.996 -3.684
H 2.601 3.038 -2.446
H 3.998 3.590 -3.360
*
```

The value obtained for the HOMO energy (alpha / beta) is -8.088 / -9.029 eV. Its expectation value of S² is 3.7622. For the frontier orbital gap (alpha / beta), the calculation gives 8.37 / 9.30 eV. The calculation puts the LUMO energy (alpha / beta) at 0.28 / 0.27 eV.

Atom charges from the Löwdin analysis, given in e for atoms 1 to 6: -0.076 -0.123 -0.490 0.123 -0.105 -0.919

=====

This record from the OMol25 dataset describes a structure of composition C5H6N in a non-equilibrium geometry. The level of theory is ωB97M-V with the def2-TZVPD basis set.

```
! RIJCOSX wB97M-V def2-TZVPD def2/J DEFGRID3
* xyz 1 3
C 1.683 0.632 0.012
C 1.915 -0.796 -0.125
C 0.225 1.029 -0.064
C 0.611 -1.008 0.127
C -0.513 -0.134 -0.105
N -1.903 -0.485 -0.060
H 2.234 1.388 0.464
H 2.858 -1.281 -0.165
H 0.052 2.097 0.015
H -2.330 -0.448 0.910
H -2.268 -1.216 -0.681
H -2.563 0.221 -0.328
*
```

The value obtained for the HOMO energy (alpha / beta) is -12.053 / -13.595 eV. Its expectation value of S² is 2.0250. For the frontier orbital gap (alpha / beta), the calculation gives 8.00 / 7.73 eV. The calculation puts the energy above the lowest of the compared OMol25 structures with the same formula, charge and spin at 219.1 kJ/mol. The calculation puts the LUMO energy (alpha / beta) at -4.05 / -5.86 eV.

Atom charges from the Löwdin analysis, given in e for atoms 1 to 6: 0.008 0.007 0.015 0.066 -0.239 0.235

=====

This record from the OMol25 dataset describes a cluster of 5 separate species, C6H23NO5 in total in a non-equilibrium geometry. The level of theory is ωB97M-V with the def2-TZVPD basis set.

```
! RIJCOSX wB97M-V def2-TZVPD def2/J DEFGRID3
* xyz 1 2
C 1.707 1.906 0.284
N 0.899 2.804 1.054
C 0.322 2.336 2.310
O -0.836 1.538 2.190
C 1.431 1.938 -1.209
C 0.082 1.355 -1.715
C -0.399 0.170 -0.882
C -1.696 -0.514 -1.258
H 2.762 2.214 0.415
H 1.650 0.883 0.662
H 0.272 3.341 0.450
H 0.038 3.181 2.940
H 1.095 1.743 2.786
H -1.530 2.083 1.791
H 2.147 1.271 -1.694
H 1.580 2.931 -1.632
H -0.689 2.139 -1.699
H 0.226 1.151 -2.772
H -0.477 0.510 0.145
H 0.428 -0.547 -0.932
H -1.892 -1.196 -0.440
H -1.652 -1.123 -2.144
H -2.592 0.112 -1.248
H -2.035 -3.937 0.124
H -2.679 -2.540 -0.041
O -2.709 -3.444 -0.351
H -0.360 -0.898 2.087
H 0.480 -0.118 2.974
O 0.331 -1.040 2.749
H 0.611 -2.302 -2.595
H 1.707 -2.835 -1.618
O 1.368 -2.048 -2.059
H -0.029 -4.292 0.984
H 0.304 -2.916 0.197
O 0.138 -3.858 0.145
*
```

The value obtained for the HOMO energy (alpha / beta) is -13.303 / -13.303 eV. Its expectation value of S² is 0.7547. For the frontier orbital gap (alpha / beta), the calculation gives 9.85 / 4.71 eV. The calculation puts the energy above the lowest of the compared OMol25 structures with the same formula, charge and spin at 159.5 kJ/mol. The calculation puts the LUMO energy (alpha / beta) at -3.45 / -8.60 eV.

Atom charges from the Löwdin analysis, given in e for atoms 1 to 6: -0.143 0.219 -0.192 -0.001 -0.156 -0.183

=====

This record from the OMol25 dataset describes a cluster of 2 separate species, C4H8O2 in total in a non-equilibrium geometry. The level of theory is ωB97M-V with the def2-TZVPD basis set.

```
! RIJCOSX wB97M-V def2-TZVPD def2/J DEFGRID3
* xyz 0 1
C -0.877 -2.006 0.720
C 0.475 -1.375 0.299
C 0.392 -0.010 -0.280
C -0.534 2.031 -0.273
H -1.477 -1.498 1.512
H -0.721 -3.001 1.159
H -1.569 -2.216 -0.149
H 1.060 -1.994 -0.504
H 1.169 -1.171 1.114
H -0.031 1.996 -1.475
H -1.807 2.245 -0.289
H 0.099 2.953 0.664
O 1.288 0.573 -0.949
O -0.471 0.784 0.346
*
```

The value obtained for the HOMO energy is -10.240 eV. For the frontier orbital gap, the calculation gives 10.99 eV. The calculation puts the energy above the lowest of the compared OMol25 structures with the same formula, charge and spin at 350.5 kJ/mol. The calculation puts the LUMO energy at 0.75 eV.

Atom charges from the Löwdin analysis, given in e for atoms 1 to 6: -0.098 -0.143 -0.508 -0.140 0.082 0.063

=====

This record from the OMol25 dataset describes a structure of composition C8H12OSi in a non-equilibrium geometry. The level of theory is ωB97M-V with the def2-TZVPD basis set.

```
! RIJCOSX wB97M-V def2-TZVPD def2/J DEFGRID3
* xyz 0 1
C 3.336 -1.773 1.194
C 2.652 -2.181 0.012
C 2.612 -0.796 1.788
C 1.536 -1.414 -0.089
C 1.456 -0.413 1.022
C 0.411 0.330 1.382
C -2.534 -0.308 0.552
C -0.698 1.303 -1.762
O -2.010 2.627 0.280
Si -1.447 1.117 0.006
H 4.316 -2.035 1.478
H 3.199 -2.857 -0.579
H 2.848 -0.097 2.537
H 0.963 -1.396 -1.028
H 0.554 0.927 2.233
H -2.212 -1.289 0.275
H -2.761 -0.073 1.616
H -3.494 -0.253 0.035
H -1.003 0.330 -2.177
H -1.096 2.022 -2.470
H 0.343 1.181 -1.824
H -2.592 2.810 1.040
*
```

The value obtained for the HOMO energy is -7.881 eV. For the frontier orbital gap, the calculation gives 8.16 eV. The calculation puts the energy above the lowest of the compared OMol25 structures with the same formula, charge and spin at 0.0 kJ/mol. The calculation puts the LUMO energy at 0.28 eV.

Atom charges from the Löwdin analysis, given in e for atoms 1 to 6: -0.096 -0.099 -0.097 -0.076 -0.357 0.045

=====

This record from the OMol25 dataset describes a structure of composition C15H31ClP2Pd in a non-equilibrium geometry. The level of theory is ωB97M-V with the def2-TZVPD basis set.

```
! RIJCOSX wB97M-V def2-TZVPD def2/J DEFGRID3
* xyz 0 3
P 0.519 1.422 0.528
P -2.580 -0.840 0.862
C -1.280 1.687 0.840
C -1.852 0.589 1.753
H -1.760 1.758 -0.154
H -1.333 2.667 1.326
H -1.081 0.156 2.424
H -2.677 1.017 2.350
C -3.465 -0.367 -0.664
H -3.711 -1.283 -1.217
H -2.799 0.264 -1.264
H -4.386 0.166 -0.391
C -3.712 -1.550 2.259
H -4.426 -0.821 1.868
H -3.403 -1.303 3.272
H -4.128 -2.571 2.224
C 1.224 3.027 -0.267
H 2.322 3.053 -0.180
H 0.851 3.873 0.328
H 0.975 3.243 -1.308
C 1.219 2.109 2.085
H 0.953 1.484 2.942
H 0.798 3.117 2.160
H 2.305 2.180 1.942
Pd -1.862 -2.598 1.551
C 0.303 0.241 -1.959
C 1.044 1.141 -2.661
C 2.430 0.909 -3.157
C 3.297 0.201 -2.074
C 3.246 0.739 -0.678
C 2.299 0.266 0.280
C 1.420 -1.018 0.005
C 0.721 -1.118 -1.409
C -0.654 -4.234 1.249
H -0.795 0.485 -1.838
H 0.645 2.160 -2.781
H 2.932 1.852 -3.433
H 2.353 0.274 -4.083
H 3.152 -0.898 -2.214
H 4.343 0.455 -2.288
H 4.183 1.053 -0.194
H 2.741 0.257 1.287
H 0.646 -1.118 0.790
H 2.018 -1.932 0.145
H 1.375 -1.741 -2.082
H -0.216 -1.696 -1.292
H -0.241 -4.501 2.239
H 0.102 -3.836 0.558
H -1.288 -5.024 0.815
Cl -2.768 -3.396 -0.490
*
```

The value obtained for the HOMO energy (alpha / beta) is -6.608 / -6.626 eV. Its expectation value of S² is 2.0109. For the frontier orbital gap (alpha / beta), the calculation gives 7.01 / 5.84 eV. The calculation puts the energy above the lowest of the compared OMol25 structures with the same formula, charge and spin at 0.0 kJ/mol. The calculation puts the LUMO energy (alpha / beta) at 0.40 / -0.79 eV.

Atom charges from the Löwdin analysis, given in e for atoms 1 to 6: 0.949 0.637 -0.381 -0.391 0.062 0.074

=====

This record from the OMol25 dataset describes an isolated molecule of C2H7N3O in a non-equilibrium geometry. The level of theory is ωB97M-V with the def2-TZVPD basis set.

```
! RIJCOSX wB97M-V def2-TZVPD def2/J DEFGRID3
* xyz 0 1
C -1.945 -1.015 1.869
C 0.713 0.480 -0.002
H -2.563 -0.701 2.700
H -1.241 -1.853 2.271
H -2.526 -1.443 1.136
H -1.445 0.946 1.384
H 1.188 0.980 0.820
H 2.362 1.103 -0.992
H 0.563 0.088 -2.757
N -0.990 0.033 1.364
N -0.408 -0.173 0.113
N 1.418 0.805 -1.111
O 1.364 -0.070 -2.291
*
```

The value obtained for the HOMO energy is -7.838 eV. For the frontier orbital gap, the calculation gives 8.80 eV. The calculation puts the energy above the lowest of the compared OMol25 structures with the same formula, charge and spin at 454.1 kJ/mol. The calculation puts the LUMO energy at 0.96 eV.

Atom charges from the Löwdin analysis, given in e for atoms 1 to 6: -0.104 -0.236 0.062 0.098 0.023 0.098

=====

This record from the OMol25 dataset describes a structure of composition C10H18BrN2O4P in a non-equilibrium geometry. The level of theory is ωB97M-V with the def2-TZVPD basis set.

```
! RIJCOSX wB97M-V def2-TZVPD def2/J DEFGRID3
* xyz 0 1
O 1.904 1.433 2.316
C 1.016 1.806 1.604
C 1.122 2.031 0.144
Br 2.952 1.995 -0.444
H 0.699 2.989 -0.163
H -0.003 2.007 1.990
P 0.317 0.685 -0.906
O 0.399 1.030 -2.322
N -1.240 0.598 -0.216
C -2.031 1.821 -0.270
H -1.468 2.653 0.158
C -3.310 1.599 0.541
O -4.060 0.524 0.032
C -3.298 -0.660 0.023
C -2.023 -0.487 -0.801
H -1.433 -1.404 -0.785
H -2.289 -0.257 -1.843
H -3.936 -1.431 -0.410
H -3.028 -0.940 1.053
H -3.956 2.477 0.487
H -3.041 1.404 1.591
H -2.296 2.071 -1.308
N 0.992 -0.759 -0.509
C 1.824 -1.493 -1.447
H 1.916 -0.907 -2.362
C 3.198 -1.761 -0.826
O 3.069 -2.411 0.420
C 2.334 -1.625 1.330
C 0.918 -1.372 0.801
H 0.356 -0.723 1.474
H 0.396 -2.334 0.717
H 2.297 -2.188 2.263
H 2.845 -0.667 1.507
H 3.775 -2.433 -1.462
H 3.746 -0.817 -0.702
H 1.342 -2.452 -1.676
*
```

The value obtained for the HOMO energy is -9.238 eV. For the frontier orbital gap, the calculation gives 9.69 eV. The calculation puts the LUMO energy at 0.45 eV.

Atom charges from the Löwdin analysis, given in e for atoms 1 to 6: 0.030 -0.380 -0.690 0.801 0.075 0.126

=====

This record from the OMol25 dataset describes a structure of composition C15H31AgClF4N5O8S4 in a non-equilibrium geometry. The level of theory is ωB97M-V with the def2-TZVPD basis set.

```
! RIJCOSX wB97M-V def2-TZVPD def2/J DEFGRID3
* xyz 0 1
Ag -0.417 -1.807 -1.075
C 7.753 4.406 -1.869
C 7.454 5.230 -0.622
C 6.086 4.929 -0.069
C 5.998 3.479 0.715
N 4.595 3.305 1.284
C 4.430 4.067 2.612
C 4.755 3.058 3.734
C 4.144 1.812 3.225
C 4.511 1.787 1.742
C 3.439 3.643 0.351
H 7.961 3.389 -1.538
H 8.403 4.887 -2.599
H 6.860 4.268 -2.479
H 7.634 6.300 -0.723
H 8.089 4.998 0.233
H 5.338 4.851 -0.858
H 5.795 5.727 0.614
H 6.717 3.461 1.535
H 6.184 2.618 0.073
H 3.397 4.387 2.750
H 4.977 5.010 2.588
H 4.365 3.298 4.723
H 5.802 2.839 3.945
H 3.063 1.878 3.350
H 4.572 0.943 3.724
H 3.669 1.435 1.146
H 5.434 1.218 1.627
H 3.548 4.721 0.228
H 2.463 3.402 0.771
H 3.583 3.208 -0.638
C -9.969 -1.387 -1.364
C -8.970 -1.142 -0.281
N -8.287 -2.362 0.237
C -8.853 -3.359 1.028
C -7.932 -4.343 1.045
N -6.748 -3.816 0.669
C -6.957 -2.626 0.101
C -5.373 -4.447 0.670
H -10.217 -0.414 -1.788
H -10.786 -1.892 -0.849
H -9.567 -2.010 -2.163
H -9.481 -0.597 0.513
H -8.177 -0.485 -0.639
H -9.902 -3.195 1.226
H -7.938 -5.382 1.340
H -6.152 -1.990 -0.238
H -4.718 -3.866 0.020
H -5.503 -5.447 0.255
H -5.151 -4.595 1.727
Cl -2.462 0.254 2.085
N -3.126 -1.601 -4.009
S -4.164 -2.347 -4.808
O -3.789 -2.818 -6.117
O -5.558 -1.946 -4.535
F -4.092 -3.706 -3.946
S -3.462 -0.166 -4.804
O -4.526 0.761 -4.235
O -3.204 -0.161 -6.205
F -2.098 0.440 -4.159
N 2.162 -4.173 0.663
S 3.426 -4.707 0.181
O 3.734 -6.133 0.268
O 4.487 -3.707 0.193
F 2.862 -4.574 -1.339
S 2.475 -4.733 2.215
O 3.822 -4.624 2.837
O 1.753 -5.920 2.661
F 1.841 -3.532 3.044
*
```

The value obtained for the HOMO energy is -7.452 eV. For the frontier orbital gap, the calculation gives 4.79 eV. The calculation puts the energy above the lowest of the compared OMol25 structures with the same formula, charge and spin at 611.4 kJ/mol. The calculation puts the LUMO energy at -2.67 eV.

Atom charges from the Löwdin analysis, given in e for atoms 1 to 6: 0.859 -0.089 -0.267 -0.173 -0.060 -0.238

=====

This record from the OMol25 dataset describes the ion C4H6BN2O3 with charge +1 in a non-equilibrium geometry. The level of theory is ωB97M-V with the def2-TZVPD basis set.

```
! RIJCOSX wB97M-V def2-TZVPD def2/J DEFGRID3
* xyz 1 1
O 1.316 -1.336 2.533
B 0.045 -1.013 1.821
O -1.215 -1.350 2.540
C -0.023 -0.337 0.331
C -0.654 -1.059 -0.980
C -0.556 -0.202 -2.321
N -0.039 1.139 -2.586
N 0.414 1.665 -1.432
C 0.501 1.123 -0.081
O 1.105 1.955 0.997
H 2.046 -1.557 1.868
H -1.913 -1.346 1.793
H -1.146 -2.121 -0.979
H -0.983 -0.742 -3.300
H 0.772 2.663 -1.551
H 0.328 2.520 1.346
*
```

The value obtained for the HOMO energy is -15.268 eV. For the frontier orbital gap, the calculation gives 9.07 eV. The calculation puts the LUMO energy at -6.20 eV.

Atom charges from the Löwdin analysis, given in e for atoms 1 to 6: 0.079 -0.382 0.083 0.103 0.106 -0.009